P | Density functional theory data (the ωB97M-V functional and the def2-TZVPD basis) for the molecule C5H5NOS.

Its lowest unoccupied orbital energy (spin up / spin down) is -0.82 / -0.82 eV. As for the HOMO-LUMO gap (spin up / spin down): 8.3 / 8.3 eV. Its HOMO energy (spin up / spin down) is -0.337 / -0.337 hartree. The spin multiplicity is 1. The charge is 0.

XYZ file:
```
13
Properties=species:S:1:pos:R:3:mulliken_charge:R:1
C 0.039 1.075 -1.196 -0.459
C 1.246 0.981 -0.667 0.035
C 0.840 -0.591 0.847 0.398
C -0.914 0.015 -0.739 -0.436
C -0.570 -0.295 0.727 -0.470
N 1.734 -0.043 0.051 -0.563
O -0.302 -1.992 2.794 -0.522
S -0.058 -1.992 1.370 0.345
H -0.241 1.857 -1.851 0.426
H 2.069 1.769 -0.926 0.277
H -1.992 0.210 -0.785 0.332
H -0.649 -0.963 -1.198 0.180
H -1.201 -0.033 1.572 0.458
```

=====

Q | Density functional theory data (the ωB97M-V functional and the def2-TZVPD basis) for a structure of composition C5H5NOS.

Its lowest unoccupied orbital energy is 0.09 eV. As for the HOMO-LUMO gap: 8.9 eV. Its HOMO energy is -0.324 hartree. The spin multiplicity is 1. The charge is 0.

XYZ file:
```
13
Properties=species:S:1:pos:R:3:mulliken_charge:R:1
C -1.262 -0.101 -0.004 -0.036
C -0.200 0.301 -1.021 -0.136
C -0.194 0.336 1.003 -0.080
C 0.918 -0.695 0.737 -0.244
C 0.911 -0.732 -0.725 -0.353
H -0.461 0.575 -2.018 0.502
H -0.636 2.045 -0.028 0.310
H -0.476 0.629 2.034 0.434
H 1.049 -1.572 1.390 0.401
H 1.066 -1.598 -1.340 0.447
N 0.120 1.378 -0.030 -0.510
O 2.012 -0.205 0.000 -0.426
S -2.848 -0.360 0.002 -0.308
```

=====

R | Density functional theory data (the ωB97M-V functional and the def2-TZVPD basis) for the molecule C5H5NOS.

Its lowest unoccupied orbital energy is -1.00 eV. As for the HOMO-LUMO gap: 8.4 eV. Its HOMO energy is -0.345 hartree. The spin multiplicity is 1. The charge is 0. Its SMILES is C[C@](C#N)(C=O)C=S.

XYZ file:
```
13
Properties=species:S:1:pos:R:3:mulliken_charge:R:1
C -0.253 -0.692 1.272 -1.153
C 0.126 0.015 -0.119 0.784
C 0.307 1.673 -0.072 0.107
C -0.860 -0.138 -1.230 -0.323
C 1.285 -0.634 -0.725 -0.057
H -1.100 -0.316 1.598 0.524
H -0.475 -1.760 0.566 0.280
H 0.550 -0.938 2.142 0.276
H -0.407 2.035 0.926 0.261
H -0.335 -0.291 -2.126 0.415
N 2.182 -1.277 -1.034 -0.448
O 1.288 2.200 -0.488 -0.387
S -2.307 0.125 -0.712 -0.278
```

=====

Verdict on stability: Q comes out on top.

=====

P | Density functional theory data (the ωB97M-V functional and the def2-TZVPD basis) for the molecule C5H5NOS.

Its lowest unoccupied orbital energy is -2.11 eV. As for the HOMO-LUMO gap: 7.7 eV. Its HOMO energy is -0.360 hartree. The spin multiplicity is 1. The charge is 0. Its SMILES is C[C@H](C#N)C(=O)C=S.

XYZ file:
```
13
Properties=species:S:1:pos:R:3:mulliken_charge:R:1
C 0.963 0.830 1.189 -0.875
C -0.476 0.637 0.533 0.303
C -1.804 0.735 1.407 -0.094
C -0.037 -0.858 0.002 0.388
C 0.743 -0.881 -1.289 -0.107
H 1.401 -0.024 1.767 0.303
H 0.671 1.675 1.976 0.312
H 1.599 1.184 0.212 0.249
H -0.786 1.395 -0.407 0.314
H 0.574 -1.892 -1.679 0.375
N -2.748 0.647 2.076 -0.387
O -0.611 -1.928 0.380 -0.522
S 1.521 0.361 -1.906 -0.258
```

=====

Q | Density functional theory data (the ωB97M-V functional and the def2-TZVPD basis) for a structure of composition C5H5NOS.

Its lowest unoccupied orbital energy is 0.39 eV. As for the HOMO-LUMO gap: 8.7 eV. Its HOMO energy is -0.307 hartree. The spin multiplicity is 1. The charge is 0.

XYZ file:
```
13
Properties=species:S:1:pos:R:3:mulliken_charge:R:1
C -0.348 0.705 -2.231 -0.206
C -0.155 -0.819 1.558 0.738
C -1.373 1.073 -1.250 -0.572
C -0.338 0.640 -0.252 0.146
C 1.220 -1.337 1.562 -0.886
N 0.564 0.347 -1.424 -0.517
O -1.156 -0.829 2.123 -0.316
S -0.557 2.477 -0.214 -0.221
H -0.158 0.764 -3.329 0.358
H -2.376 1.040 -1.230 0.519
H 1.251 -2.346 1.859 0.364
H 1.759 -0.769 2.278 0.287
H 1.667 -0.945 0.550 0.304
```

=====

Verdict on stability: P comes out on top.

=====

P | Density functional theory data (the ωB97M-V functional and the def2-TZVPD basis) for a structure of composition C5H5NOS.

Its lowest unoccupied orbital energy is -0.32 eV. As for the HOMO-LUMO gap: 8.6 eV. Its HOMO energy is -0.328 hartree. The spin multiplicity is 1. The charge is 0.

XYZ file:
```
13
Properties=species:S:1:pos:R:3:mulliken_charge:R:1
C -0.169 -0.373 1.243 -0.307
C 0.322 0.807 0.545 0.195
C 0.236 -1.029 -0.044 -0.198
C -0.740 -0.331 -1.042 -0.341
C -0.519 1.107 -0.743 -0.352
H 0.531 1.758 1.018 0.530
H 2.030 -0.390 0.739 0.273
H 0.456 -2.037 -0.174 0.600
H -1.522 -1.018 -1.403 0.421
H -1.204 1.930 -0.830 0.427
N 1.441 -0.025 0.047 -0.537
O -0.021 0.609 -1.988 -0.421
S -0.841 -1.009 2.631 -0.290
```

=====

Q | Density functional theory data (the ωB97M-V functional and the def2-TZVPD basis) for the molecule C5H5NOS.

Its lowest unoccupied orbital energy is -1.44 eV. As for the HOMO-LUMO gap: 7.7 eV. Its HOMO energy is -0.336 hartree. The spin multiplicity is 1. The charge is 0. Its SMILES is C=C1C(=O)NCC1=S.

XYZ file:
```
13
Properties=species:S:1:pos:R:3:mulliken_charge:R:1
C 0.039 2.133 -0.015 -0.768
C -0.080 0.795 0.122 0.666
C -1.160 -0.089 0.136 0.023
C -0.517 -1.486 0.128 -0.244
C 1.191 -0.030 0.039 0.141
H 0.832 2.836 -0.120 0.336
H -0.863 2.759 -0.116 0.260
H -0.534 -1.992 1.199 0.249
H -1.075 -1.844 -0.797 0.253
H 1.623 -2.286 -0.146 0.278
N 0.957 -1.455 -0.248 -0.291
O 2.293 0.530 -0.074 -0.598
S -2.705 0.128 -0.108 -0.307
```

=====

R | Density functional theory data (the ωB97M-V functional and the def2-TZVPD basis) for the molecule C5H5NOS.

Its lowest unoccupied orbital energy is -0.70 eV. As for the HOMO-LUMO gap: 8.0 eV. Its HOMO energy is -0.320 hartree. The spin multiplicity is 1. The charge is 0. Its SMILES is Cc1cnc(=S)oc1.

XYZ file:
```
13
Properties=species:S:1:pos:R:3:mulliken_charge:R:1
C -1.537 -0.645 1.245 -1.114
C -0.315 -0.175 0.424 0.266
C -0.494 0.529 -0.914 -0.004
C 1.716 0.767 -1.413 0.020
C 0.993 -0.295 0.538 -0.024
H -2.127 -1.237 0.572 0.342
H -2.125 0.070 1.845 0.276
H -1.278 -1.574 1.938 0.295
H -1.519 0.835 -1.200 0.407
H 1.420 -0.607 1.436 0.462
N 0.396 0.904 -1.785 -0.396
O 2.000 -0.181 -0.358 -0.278
S 2.870 1.610 -2.327 -0.251
```

=====

S | Density functional theory data (the ωB97M-V functional and the def2-TZVPD basis) for the molecule C5H5NOS.

Its lowest unoccupied orbital energy is 0.72 eV. As for the HOMO-LUMO gap: 9.5 eV. Its HOMO energy is -0.323 hartree. The spin multiplicity is 1. The charge is 0. Its SMILES is C#C[C@@H]1COC(=S)N1.

XYZ file:
```
13
Properties=species:S:1:pos:R:3:mulliken_charge:R:1
C -0.276 1.465 -0.867 0.308
C 0.088 -0.118 0.796 0.020
C -1.402 -0.151 0.277 -0.438
C 0.904 -1.181 0.145 -0.995
C 1.558 -2.090 -0.301 0.384
H 1.357 1.542 0.241 0.284
H 0.150 -0.175 1.867 0.312
H -1.757 -1.179 -0.013 0.312
H -2.144 0.253 0.991 0.281
H 2.259 -2.799 -0.632 0.486
N 0.412 1.234 0.359 -0.280
O -1.307 0.646 -0.876 -0.326
S 0.158 2.552 -1.987 -0.348
```

=====

Verdict on stability: S comes out on top.